Record 1
The following is a quantum chemistry calculation of a 5-piece molecular cluster, C32H37NO10 overall at a distorted geometry, from OMol25.

Structure (ORCA input):
```
! wB97M-V def2-TZVPD RIJCOSX def2/J DEFGRID3
* xyz 0 1
C 4.567 -3.854 2.270
C 3.938 -2.719 1.337
C 4.418 -1.255 1.530
C 3.801 -0.094 0.669
C 2.687 -0.475 -0.401
C 2.244 -1.953 -0.557
C 1.084 -2.429 -1.588
C -0.247 -2.571 -0.667
C -0.985 -3.925 -0.430
C -2.238 -3.920 0.527
C -2.616 -2.569 1.161
C -1.941 -1.181 0.946
C -0.718 -1.224 0.004
C -2.628 0.000 1.761
O -2.527 1.239 1.691
N -3.483 -0.772 2.725
C -3.757 -2.152 2.188
O -4.760 -2.752 2.628
C 2.861 -3.115 0.306
H 3.751 -4.644 2.450
H 4.752 -3.373 3.305
H 5.529 -4.302 1.825
H 5.225 -1.050 2.306
H 4.117 1.003 0.810
H 2.222 0.372 -1.003
H 0.882 -1.581 -2.322
H 1.380 -3.419 -2.069
H -0.610 -4.892 -0.930
H -2.837 -4.857 0.773
H -0.125 -0.262 -0.197
H -2.818 -1.004 3.484
H 2.466 -4.185 0.165
O 4.072 -3.252 -3.755
C 4.251 -4.300 -3.191
C 5.172 -5.398 -3.647
C 4.704 -6.573 -2.815
C 4.178 -5.899 -1.568
O 3.665 -4.637 -2.009
H 6.202 -5.118 -3.415
H 5.056 -5.590 -4.714
H 5.487 -7.305 -2.611
H 3.887 -7.087 -3.331
H 4.965 -5.717 -0.830
H 3.380 -6.477 -1.098
O -7.325 3.500 -2.341
C -6.796 2.752 -1.560
C -5.474 2.984 -0.880
C -5.139 1.603 -0.358
C -6.504 0.998 -0.132
O -7.345 1.580 -1.135
H -5.612 3.702 -0.068
H -4.725 3.338 -1.587
H -4.519 1.613 0.538
H -4.606 1.038 -1.131
H -6.912 1.248 0.852
H -6.494 -0.088 -0.245
O -6.155 6.747 2.390
C -5.319 5.899 2.561
C -4.333 5.853 3.697
C -3.319 4.846 3.199
C -4.153 3.954 2.310
O -5.163 4.810 1.757
H -4.844 5.505 4.597
H -3.881 6.831 3.864
H -2.811 4.303 3.997
H -2.557 5.358 2.601
H -4.643 3.151 2.868
H -3.563 3.515 1.504
O 2.257 2.776 0.144
C 2.973 3.337 -0.646
C 2.820 4.757 -1.117
C 3.706 4.783 -2.344
C 4.751 3.743 -2.013
O 4.074 2.770 -1.211
H 3.183 5.432 -0.338
H 1.782 4.979 -1.366
H 4.129 5.765 -2.560
H 3.131 4.464 -3.219
H 5.581 4.158 -1.432
H 5.152 3.266 -2.909
*
```

Properties
highest occupied orbital energy: -8.4 eV
E_LUMO: -1.05 eV
Kohn-Sham gap: 0.270 Eh
SMILES: Cc1cccc(Cc2ccc3c(c2)C(=O)NC3=O)c1.O=C1CCCO1.O=C1CCCO1.O=C1CCCO1.O=C1CCCO1

=====

Record 2
The following is a quantum chemistry calculation of C32H38AsCsN4O as an isolated structure at a distorted geometry, from OMol25.

Structure (ORCA input):
```
! wB97M-V def2-TZVPD RIJCOSX def2/J DEFGRID3
* xyz 0 1
Cs -1.564 -0.454 -1.040
C -2.688 -0.121 2.595
C -3.207 1.060 1.791
N -3.714 0.707 0.471
C -4.917 -0.099 0.402
C -4.683 -1.587 0.612
C -5.643 -2.355 1.267
C -5.397 -3.703 1.466
C -4.188 -4.236 1.052
C -3.276 -3.406 0.404
C -1.928 -3.956 -0.037
N -0.809 -3.057 0.191
C -0.341 -2.908 1.567
C -1.280 -2.117 2.468
N -1.606 -0.814 1.920
N -3.557 -2.128 0.156
H -3.496 -0.843 2.743
H -2.412 0.243 3.597
H -2.390 1.772 1.639
H -3.964 1.564 2.414
H -3.779 1.531 -0.110
H -5.352 0.035 -0.592
H -5.682 0.221 1.126
H -6.557 -1.903 1.631
H -6.125 -4.324 1.971
H -3.946 -5.273 1.244
H -1.977 -4.156 -1.111
H -1.801 -4.927 0.467
H -0.031 -3.291 -0.411
H 0.617 -2.390 1.513
H -0.156 -3.878 2.054
H -0.824 -2.070 3.469
H -2.219 -2.664 2.587
H -0.786 -0.223 1.812
C -1.765 3.408 -1.502
C -0.394 2.825 -1.907
C -0.226 2.960 -3.427
O -0.257 1.530 -1.474
H -1.874 4.448 -1.818
H -1.862 3.356 -0.413
H -2.560 2.798 -1.957
H 0.364 3.490 -1.434
H -0.967 2.326 -3.925
H 0.770 2.622 -3.711
H -0.369 3.997 -3.743
C 5.705 -2.576 0.494
C 4.801 -2.204 1.476
C 3.671 -1.465 1.148
C 3.424 -1.080 -0.165
C 4.334 -1.482 -1.149
C 5.468 -2.216 -0.827
As 1.751 -0.146 -0.734
C 2.557 0.966 -2.086
C 2.789 0.650 -3.414
C 3.369 1.582 -4.263
C 3.708 2.840 -3.776
C 3.466 3.165 -2.450
C 2.897 2.232 -1.593
C 2.582 2.444 -0.162
C 2.803 3.614 0.553
C 2.457 3.693 1.894
C 1.879 2.602 2.533
C 1.649 1.432 1.821
C 2.000 1.342 0.484
H 6.589 -3.143 0.756
H 4.987 -2.482 2.507
H 2.983 -1.163 1.930
H 4.167 -1.196 -2.180
H 6.168 -2.501 -1.602
H 2.501 -0.324 -3.796
H 3.552 1.344 -5.303
H 4.153 3.571 -4.438
H 3.721 4.152 -2.083
H 3.246 4.474 0.066
H 2.633 4.609 2.443
H 1.610 2.671 3.579
H 1.199 0.582 2.325
*
```

Properties
highest occupied orbital energy: -6.7 eV
E_LUMO: 0.01 eV
Kohn-Sham gap: 0.248 Eh
energy above the lowest of the compared OMol25 structures with the same formula, charge and spin: 60.9 kJ/mol

=====

Record 3
The following is a quantum chemistry calculation of C32H38AsN2PRuS as an isolated structure, from OMol25.

Structure (ORCA input):
```
! wB97M-V def2-TZVPD RIJCOSX def2/J DEFGRID3
* xyz 4 5
Ru 2.463 -0.407 0.589
C 4.705 1.078 -0.807
C 5.212 -0.348 -0.710
N 4.082 -1.301 -0.439
C 4.496 -2.512 0.349
C 4.983 -2.136 1.740
S 3.972 -0.799 2.484
C 5.054 0.682 2.366
C 4.394 1.822 1.610
N 3.782 1.418 0.314
H 4.133 1.206 -1.729
H 5.547 1.773 -0.846
H 5.948 -0.468 0.078
H 5.701 -0.631 -1.642
H 3.738 -1.635 -1.339
H 5.272 -3.061 -0.191
H 3.625 -3.166 0.411
H 6.023 -1.814 1.771
H 4.900 -2.997 2.403
H 5.998 0.366 1.931
H 5.259 0.994 3.390
H 5.135 2.610 1.451
H 3.590 2.247 2.211
H 3.227 2.209 -0.003
C -1.415 -0.951 -0.824
C -1.962 -2.010 0.125
As -3.924 -1.908 0.299
C -4.761 -2.122 -1.346
C -6.060 -1.590 -1.504
C -6.739 -1.823 -2.679
C -6.166 -2.627 -3.665
C -4.894 -3.191 -3.495
C -4.201 -2.966 -2.330
C -4.239 -0.181 1.038
C -4.503 0.921 0.218
C -4.737 2.156 0.806
C -4.728 2.285 2.191
C -4.468 1.185 3.000
C -4.223 -0.055 2.429
P 0.317 -0.346 -0.499
C 0.217 0.370 1.158
C 0.649 -0.535 2.165
C 0.625 -0.168 3.519
C 0.162 1.083 3.869
C -0.286 1.976 2.884
C -0.248 1.640 1.544
C 0.734 0.871 -1.732
C 0.786 0.406 -3.060
C 1.100 1.281 -4.084
C 1.379 2.616 -3.797
C 1.349 3.081 -2.484
C 1.039 2.215 -1.449
H -1.933 0.012 -0.743
H -1.463 -1.275 -1.865
H -1.626 -1.857 1.151
H -1.691 -3.022 -0.173
H -6.524 -1.013 -0.714
H -7.726 -1.405 -2.827
H -6.726 -2.848 -4.564
H -4.474 -3.818 -4.269
H -3.242 -3.447 -2.173
H -4.548 0.820 -0.859
H -4.961 3.012 0.182
H -4.955 3.243 2.641
H -4.498 1.283 4.078
H -4.068 -0.918 3.066
H 0.791 -1.594 1.924
H 0.927 -0.877 4.279
H 0.117 1.369 4.913
H -0.684 2.939 3.178
H -0.625 2.337 0.807
H 0.575 -0.632 -3.297
H 1.123 0.930 -5.107
H 1.617 3.300 -4.603
H 1.550 4.124 -2.276
H 1.001 2.593 -0.437
*
```

Properties
highest occupied orbital energy (alpha / beta): -18.3 / -18.8 eV
E_LUMO (alpha / beta): -13.01 / -14.06 eV
Kohn-Sham gap (alpha / beta): 0.196 / 0.173 Eh

=====

Number 1: total energy -55741.326 eV. Number 2: total energy -103194.336 eV. Number 3: total energy -120283.895 eV.